[1]
Here is a cluster of 6 separate species, C22H43NO8 in total in a non-equilibrium geometry from the OMol25 dataset. Energies are from ωB97M-V/def2-TZVPD.

```
74
Properties=species:S:1:pos:R:3:mulliken_charge:R:1
O 0.73 -1.19 -4.01 -0.463
C 0.21 -1.11 -2.78 0.648
O 0.31 -0.17 -1.99 -0.726
O -0.48 -2.07 -2.41 -0.753
H 0.38 -2.03 -4.32 0.295
C -4.82 -1.65 7.06 -1.713
C -4.82 -0.05 7.10 1.224
C -4.10 0.22 8.49 -1.262
C -3.57 1.64 8.63 -0.621
C -2.70 1.91 7.46 -1.279
C -3.38 1.83 6.04 1.680
N -3.97 0.49 5.97 0.316
O -4.40 0.17 4.65 -0.869
C -2.18 1.97 5.12 -1.975
C -4.43 2.97 5.83 -1.858
C -6.27 0.47 7.18 -1.715
H -5.41 -2.12 7.85 0.396
H -3.83 -2.10 7.01 0.392
H -5.42 -2.15 6.30 0.405
H -3.27 -0.48 8.61 0.433
H -4.92 0.11 9.20 0.457
H -3.05 1.74 9.58 0.362
H -4.50 2.20 8.68 0.243
H -1.82 1.28 7.55 0.414
H -2.42 2.95 7.62 0.399
H -2.46 1.79 4.09 0.430
H -1.53 1.10 5.16 0.468
H -1.63 2.91 5.12 0.382
H -3.90 3.78 5.33 0.515
H -4.77 3.30 6.81 0.327
H -5.20 2.62 5.14 0.320
H -6.75 -0.09 7.98 0.486
H -6.93 0.41 6.31 0.299
H -6.29 1.48 7.60 0.346
C -0.35 4.71 -5.63 -1.008
C -0.15 5.41 -4.34 0.723
O -1.02 5.53 -3.45 -0.565
C 1.15 6.10 -4.05 -0.950
H -0.70 3.70 -5.43 0.288
H 0.46 4.81 -6.36 0.303
H -1.12 5.10 -6.31 0.312
H 1.98 6.12 -4.76 0.311
H 1.54 5.79 -3.09 0.299
H 0.82 7.13 -3.88 0.287
C 6.08 1.41 -1.76 -0.957
C 6.69 2.57 -2.57 0.704
O 7.61 3.25 -2.07 -0.563
C 6.24 2.82 -4.07 -0.981
H 6.79 0.83 -1.17 0.309
H 5.59 0.66 -2.38 0.312
H 5.24 1.76 -1.16 0.278
H 5.16 2.91 -4.22 0.331
H 6.44 1.87 -4.56 0.273
H 6.83 3.61 -4.54 0.292
C 1.99 -3.53 -9.12 -0.995
C 3.48 -3.34 -9.14 0.776
O 4.21 -3.97 -9.92 -0.592
C 4.00 -2.29 -8.22 -1.011
H 1.54 -2.94 -9.92 0.262
H 1.51 -3.37 -8.15 0.309
H 1.62 -4.52 -9.39 0.336
H 4.99 -1.89 -8.44 0.321
H 4.12 -2.82 -7.27 0.259
H 3.31 -1.49 -7.96 0.335
C 3.18 -6.20 -2.64 -0.933
C 1.82 -6.81 -2.55 0.831
O 1.10 -6.83 -3.55 -0.581
C 1.36 -7.42 -1.29 -1.086
H 3.23 -5.64 -3.57 0.238
H 3.88 -7.01 -2.46 0.311
H 3.16 -5.60 -1.72 0.312
H 2.09 -8.13 -0.92 0.296
H 0.40 -7.93 -1.29 0.290
H 1.36 -6.54 -0.64 0.318
```

## Properties
* total charge: -2
* Kohn-Sham gap: 2.98 eV
* energy relative to the best compared isomer or geometry (same formula, charge and spin): 58.5 kcal per mole

***

[2]
Here is a cluster of 3 separate species, C22H44BNO11 in total in a non-equilibrium geometry from the OMol25 dataset. Energies are from ωB97M-V/def2-TZVPD.

```
79
Properties=species:S:1:pos:R:3:mulliken_charge:R:1
C 2.47 -1.93 6.97 -0.694
C 1.78 -2.29 5.50 -0.255
O 0.43 -1.75 5.32 -0.494
B 0.48 -0.30 4.93 0.654
O 1.41 0.21 3.86 -0.601
C -0.45 0.87 5.66 0.346
C -1.73 1.50 5.24 0.036
C -2.62 1.15 3.88 -0.003
C -3.49 -0.21 4.26 -0.608
C -4.52 -0.01 5.53 -0.296
C -4.93 -1.51 6.13 -0.332
N -6.01 -1.40 7.21 -0.590
C -2.21 2.66 6.31 0.299
O -3.35 3.34 6.44 -0.528
O -1.05 2.88 7.19 -0.241
C -0.21 1.67 7.08 0.428
O 0.62 1.29 8.08 -0.537
H 3.64 -1.93 6.85 0.270
H 2.15 -0.88 7.39 0.156
H 2.08 -2.75 7.72 0.277
H 1.74 -3.48 5.47 0.236
H 2.56 -1.97 4.69 0.233
H 1.86 0.99 4.33 0.328
H -3.37 1.99 3.57 0.386
H -1.91 0.85 2.97 -0.278
H -4.12 -0.58 3.35 0.394
H -2.71 -1.06 4.52 0.128
H -4.08 0.58 6.44 0.183
H -5.51 0.54 5.21 0.202
H -5.31 -2.21 5.26 0.274
H -4.00 -2.01 6.65 0.157
H -6.89 -1.88 6.91 0.241
H -6.21 -0.40 7.45 0.247
C 2.61 3.61 -0.28 -0.834
O 1.80 2.54 -0.73 -0.259
C 1.18 1.81 0.33 -0.454
C -0.28 1.47 -0.01 -0.222
O -1.18 2.59 -0.03 -0.432
C -1.01 3.53 -1.09 -0.323
C -1.34 3.00 -2.49 -0.552
O -0.34 2.08 -2.93 -0.291
C -0.87 0.98 -3.65 -0.749
H 3.56 3.22 0.09 0.321
H 2.80 4.27 -1.13 0.233
H 2.11 4.19 0.50 0.368
H 1.19 2.38 1.26 0.278
H 1.74 0.89 0.47 0.376
H -0.65 0.81 0.78 0.352
H -0.36 0.90 -0.94 0.032
H -0.01 3.98 -1.06 0.076
H -1.71 4.35 -0.88 0.422
H -1.37 3.82 -3.21 0.421
H -2.33 2.52 -2.46 0.330
H -1.73 0.54 -3.13 0.368
H -0.09 0.21 -3.70 0.183
H -1.14 1.28 -4.66 0.327
C 4.71 -0.82 -5.95 -0.790
O 3.90 -1.89 -6.41 -0.284
C 3.28 -2.62 -5.34 -0.568
C 1.82 -2.96 -5.69 -0.274
O 0.92 -1.84 -5.70 -0.429
C 1.09 -0.90 -6.77 -0.150
C 0.76 -1.43 -8.16 -0.629
O 1.76 -2.35 -8.60 -0.266
C 1.23 -3.45 -9.32 -0.823
H 5.66 -1.21 -5.58 0.322
H 4.90 -0.16 -6.80 0.230
H 4.21 -0.24 -5.17 0.349
H 3.29 -2.05 -4.41 0.339
H 3.84 -3.54 -5.20 0.390
H 1.45 -3.62 -4.89 0.406
H 1.74 -3.53 -6.61 0.093
H 2.09 -0.45 -6.73 0.104
H 0.39 -0.08 -6.55 0.319
H 0.73 -0.61 -8.88 0.395
H -0.23 -1.91 -8.14 0.349
H 0.37 -3.89 -8.80 0.374
H 2.01 -4.22 -9.38 0.230
H 0.96 -3.15 -10.33 0.320
```

## Properties
* SMILES: CCOB(O)C1=C(CCCCN)C(=O)OC1=O.COCCOCCOC.COCCOCCOC
* Kohn-Sham gap: 7.54 eV

***

[3]
Here is a structure of composition C22H44Br10O6 in a non-equilibrium geometry from the OMol25 dataset. Energies are from ωB97M-V/def2-TZVPD.

```
82
Properties=species:S:1:pos:R:3:mulliken_charge:R:1
O -3.00 -4.25 24.00 -0.506
C -3.94 -4.56 23.28 0.767
O -4.37 -3.78 22.21 -0.416
C -3.56 -2.71 21.70 -0.629
C -4.13 -1.42 22.30 -1.696
C -4.72 -5.84 23.62 -1.227
H -3.50 -2.72 20.61 -0.168
H -2.52 -2.73 22.02 0.565
H -5.19 -1.30 22.12 0.128
H -3.74 -0.54 21.79 2.392
H -4.11 -1.39 23.39 0.689
H -5.79 -5.86 23.41 0.351
H -4.62 -5.99 24.70 0.329
H -4.36 -6.68 23.03 0.294
O -2.14 -1.24 23.50 -0.229
C -2.26 -0.45 24.44 0.428
O -1.37 0.16 25.22 -0.277
C 0.01 -0.34 25.06 1.189
C 0.16 -1.66 25.80 -1.253
C -3.69 -0.02 24.77 -1.323
H 0.63 0.41 25.55 0.304
H 0.27 -0.24 24.00 -1.076
H 0.16 -1.56 26.89 0.346
H 1.21 -1.95 25.76 0.452
H -0.59 -2.39 25.50 0.296
H -3.66 1.06 24.87 0.093
H -3.94 -0.39 25.76 0.418
H -4.48 -0.13 24.03 0.265
O 3.40 1.47 22.88 -0.661
C 2.80 1.66 21.79 -0.485
O 3.34 2.35 20.77 -0.215
C 4.48 3.17 20.88 -0.346
C 5.12 3.67 19.51 -1.136
C 1.55 0.87 21.37 -0.213
H 5.24 2.80 21.57 0.360
H 4.14 4.10 21.32 0.294
H 5.50 2.79 18.98 0.307
H 5.90 4.42 19.55 0.366
H 4.27 4.01 18.92 0.301
H 1.85 -0.01 20.80 -0.514
H 0.96 1.57 20.80 0.534
H 1.04 0.65 22.31 -0.039
Br -1.50 -2.23 19.69 0.124
C -1.83 -0.94 21.20 -1.012
C -0.84 0.15 20.92 -0.411
Br -0.48 1.25 22.54 0.298
H -1.61 -1.47 22.13 1.179
H -2.86 -0.58 21.15 -0.776
H -1.14 0.79 20.09 -0.013
H 0.15 -0.21 20.65 0.076
Br -0.32 3.69 25.59 -0.205
C -1.48 3.62 23.92 -0.898
C -2.28 2.35 23.81 -0.478
Br -3.42 2.34 22.14 0.239
H -0.85 3.70 23.03 0.538
H -2.18 4.46 23.97 0.568
H -2.91 2.30 24.70 0.688
H -1.48 1.62 23.84 -0.152
Br 0.57 -3.96 19.19 -0.046
C -0.60 -3.76 17.58 -0.829
C -0.89 -2.33 17.21 0.220
Br -2.49 -2.06 16.09 -0.171
H -1.54 -4.20 17.93 0.498
H -0.31 -4.35 16.71 0.483
H -0.06 -1.87 16.67 0.451
H -1.02 -1.71 18.09 -0.414
Br 1.31 -1.56 22.67 0.166
C 1.84 -1.68 20.71 -0.244
C 2.68 -3.03 20.62 -1.554
Br 4.38 -2.96 21.77 -0.215
H 2.47 -0.80 20.60 0.443
H 1.02 -1.52 20.01 0.963
H 2.91 -3.20 19.57 0.728
H 2.16 -3.93 20.96 0.607
Br -2.59 0.60 18.53 -0.141
C -4.07 1.01 19.76 1.413
C -5.06 -0.21 19.70 -0.107
Br -6.48 0.12 20.89 -0.148
H -4.52 1.94 19.42 0.657
H -3.67 1.01 20.78 -2.027
H -4.57 -1.14 20.00 -0.074
H -5.46 -0.31 18.69 0.513
```

## Properties
* Kohn-Sham gap: 8.01 eV
* energy relative to the best compared isomer or geometry (same formula, charge and spin): 414.2 kcal per mole

***

[4]
Here is a cluster of 11 separate species, C22H44Cl22 in total in a non-equilibrium geometry from the OMol25 dataset. Energies are from ωB97M-V/def2-TZVPD.

```
88
Properties=species:S:1:pos:R:3:lowdin_spin:R:1
Cl 7.79 -1.14 0.81 0.000
C 6.59 -2.47 0.75 0.000
C 5.16 -1.99 0.45 0.000
Cl 4.09 -3.32 0.64 0.000
H 6.50 -2.88 1.76 0.000
H 6.86 -3.23 0.01 0.000
H 4.96 -1.54 -0.52 0.000
H 4.85 -1.26 1.19 0.000
Cl -3.95 4.05 -2.89 0.013
C -3.63 3.40 -1.26 0.011
C -2.37 3.99 -0.71 0.019
Cl -0.91 3.53 -1.58 0.012
H -3.40 2.34 -1.37 0.001
H -4.50 3.53 -0.61 0.008
H -2.26 3.62 0.31 0.014
H -2.41 5.08 -0.65 0.005
Cl 3.30 2.73 -1.17 0.001
C 4.07 4.00 -2.12 0.000
C 3.07 4.78 -2.93 0.001
Cl 2.30 3.79 -4.17 0.001
H 4.85 3.52 -2.71 0.000
H 4.62 4.70 -1.48 0.000
H 3.47 5.68 -3.41 0.000
H 2.31 5.15 -2.24 0.000
Cl 0.10 3.08 2.50 0.082
C 1.13 4.21 1.55 0.008
C 0.79 5.64 1.92 0.008
Cl 1.62 6.31 3.35 0.007
H 0.93 4.00 0.50 0.001
H 2.15 3.85 1.70 0.001
H -0.29 5.75 2.03 0.006
H 1.19 6.27 1.13 0.002
Cl 0.08 -0.81 -1.93 0.001
C 0.08 0.53 -0.83 0.003
C 0.57 -0.06 0.53 0.005
Cl 2.35 -0.26 0.49 0.005
H -0.91 1.00 -0.81 0.001
H 0.74 1.26 -1.29 0.000
H 0.15 -1.03 0.78 0.000
H 0.32 0.59 1.36 0.003
Cl -3.17 -0.35 0.45 0.062
C -4.49 -0.65 1.63 0.062
C -5.88 -0.43 0.98 0.051
Cl -6.26 1.31 0.68 0.126
H -4.38 -0.04 2.53 0.048
H -4.40 -1.70 1.91 0.017
H -6.68 -0.82 1.61 0.019
H -6.03 -0.90 0.00 0.005
Cl -4.03 -5.17 -1.45 0.006
C -2.93 -3.78 -1.43 0.002
C -2.28 -3.62 -0.03 0.005
Cl -1.70 -5.22 0.61 0.007
H -3.47 -2.88 -1.73 0.001
H -2.14 -4.06 -2.14 0.000
H -2.97 -3.25 0.73 0.003
H -1.41 -2.97 -0.10 0.000
Cl -1.30 0.61 -6.89 0.000
C -2.01 0.99 -5.29 0.001
C -2.18 -0.25 -4.50 0.001
Cl -2.91 0.03 -2.91 0.013
H -3.00 1.42 -5.46 0.000
H -1.28 1.68 -4.87 0.000
H -1.15 -0.57 -4.31 0.000
H -2.73 -1.02 -5.03 0.000
Cl 3.66 -1.63 4.36 0.004
C 2.08 -2.16 3.82 0.002
C 2.03 -3.76 3.76 0.001
Cl 0.56 -4.14 2.86 0.005
H 2.03 -1.66 2.85 0.000
H 1.31 -1.67 4.43 0.001
H 1.95 -4.23 4.74 0.000
H 2.90 -4.10 3.20 0.000
Cl -0.83 -1.10 6.58 0.031
C -2.25 -0.31 5.73 0.058
C -1.91 0.29 4.38 0.054
Cl -1.30 -0.92 3.30 0.071
H -2.73 0.29 6.51 0.026
H -2.90 -1.17 5.61 0.025
H -1.18 1.09 4.40 0.009
H -2.77 0.73 3.87 0.061
Cl 0.30 -5.09 -2.57 0.001
C 1.73 -4.03 -2.40 0.000
C 2.24 -3.54 -3.77 0.000
Cl 3.60 -2.45 -3.41 0.000
H 2.50 -4.60 -1.87 0.000
H 1.40 -3.21 -1.76 0.000
H 1.43 -3.00 -4.26 0.000
H 2.55 -4.36 -4.41 0.000
```

## Properties
* total charge: -1
* Kohn-Sham gap (spin up / spin down): 1.61 / 9.89 eV
* energy relative to the best compared isomer or geometry (same formula, charge and spin): 1.7 kcal per mole
* multiplicity: 2

***

[5]
Here is an isolated molecule of C22H44N4O2 from the OMol25 dataset. Energies are from ωB97M-V/def2-TZVPD.

```
72
Properties=species:S:1:pos:R:3:nbo_charge:R:1
O -3.32 -1.00 -0.17 -0.741
C -2.95 0.30 -0.57 0.074
H -2.76 0.92 0.32 0.143
C -4.09 0.96 -1.38 -0.227
N -5.15 1.55 -0.61 -0.623
H -4.76 2.21 0.05 0.349
C -6.01 0.60 0.12 -0.062
C -7.09 0.07 -0.83 -0.402
C -8.04 -0.87 -0.09 -0.398
C -8.69 -0.15 1.09 -0.395
C -7.62 0.38 2.03 -0.393
C -6.67 1.31 1.30 -0.401
H -5.90 1.67 1.99 0.199
H -7.22 2.18 0.92 0.200
H -8.08 0.91 2.87 0.205
H -7.05 -0.46 2.44 0.195
H -9.35 -0.84 1.62 0.205
H -9.29 0.68 0.72 0.192
H -8.81 -1.23 -0.78 0.205
H -7.48 -1.73 0.27 0.195
H -6.63 -0.46 -1.66 0.204
H -7.64 0.92 -1.24 0.200
H -5.42 -0.25 0.49 0.195
H -3.66 1.75 -2.00 0.194
H -4.52 0.20 -2.04 0.203
C -1.67 0.22 -1.42 -0.226
N -0.72 -0.68 -0.78 -0.471
C 0.00 -0.06 0.32 -0.231
C 0.84 -1.11 1.04 -0.220
N 1.81 -1.67 0.11 -0.456
C 1.09 -2.30 -0.99 -0.229
C 0.24 -1.25 -1.71 -0.220
H -0.30 -1.73 -2.53 0.206
H 0.90 -0.48 -2.13 0.171
H 1.82 -2.72 -1.69 0.205
H 0.44 -3.11 -0.63 0.172
C 2.73 -2.58 0.76 -0.245
H 2.26 -3.56 0.99 0.182
C 4.01 -2.83 -0.07 0.103
O 4.99 -3.44 0.74 -0.723
H 5.41 -2.72 1.24 0.481
C 4.56 -1.52 -0.65 -0.247
N 4.97 -0.66 0.45 -0.655
H 4.14 -0.28 0.89 0.359
C 5.88 0.42 0.11 -0.038
C 5.26 1.50 -0.79 -0.418
C 6.28 2.60 -1.08 -0.396
C 6.78 3.23 0.22 -0.396
C 7.39 2.16 1.12 -0.396
C 6.38 1.06 1.41 -0.398
H 6.82 0.29 2.04 0.215
H 5.52 1.48 1.95 0.189
H 7.73 2.61 2.06 0.208
H 8.26 1.73 0.62 0.194
H 7.52 4.00 0.00 0.208
H 5.94 3.70 0.74 0.192
H 5.82 3.37 -1.71 0.208
H 7.12 2.18 -1.63 0.194
H 4.93 1.05 -1.73 0.208
H 4.39 1.93 -0.29 0.191
H 6.73 -0.03 -0.41 0.185
H 5.45 -1.76 -1.24 0.199
H 3.80 -1.07 -1.31 0.186
H 3.80 -3.54 -0.88 0.172
H 3.04 -2.14 1.71 0.200
H 1.38 -0.64 1.87 0.202
H 0.18 -1.89 1.46 0.170
H -0.72 0.36 1.02 0.208
H 0.66 0.75 -0.04 0.172
H -1.25 1.22 -1.58 0.178
H -1.93 -0.21 -2.39 0.201
H -2.50 -1.51 -0.10 0.489
```

## Properties
* SMILES: O[C@H](CNC1CCCCC1)CN1CCN(C[C@H](O)CNC2CCCCC2)CC1
* Kohn-Sham gap: 9.19 eV
* energy relative to the best compared isomer or geometry (same formula, charge and spin): 2.9 kcal per mole

***

[6]
Here is a cluster of 4 separate species, C22H45BNO12P2 in total in a non-equilibrium geometry from the OMol25 dataset. Energies are from ωB97M-V/def2-TZVPD.

```
83
Properties=species:S:1:pos:R:3:mulliken_charge:R:1
C 3.00 4.32 2.04 -0.258
O 1.99 5.14 1.33 -0.388
C 0.62 4.77 1.71 0.436
C -0.41 5.16 0.46 -0.797
C -1.99 4.86 0.83 -0.209
C -2.28 3.25 1.13 -0.082
C -2.35 2.94 2.77 -0.242
C -3.17 1.50 2.98 -0.576
C -2.29 0.27 3.53 -0.685
P -0.99 -0.55 2.45 -0.097
B -1.99 -0.61 0.77 0.539
O -1.38 -0.36 -0.56 -0.649
O -3.45 -0.94 0.80 -0.705
O -0.03 0.89 2.04 0.038
C 1.30 0.43 2.55 0.067
C 1.45 -1.04 1.76 0.352
P 2.30 -0.43 0.11 0.072
N 2.15 -1.65 -1.18 -0.427
O 3.97 -0.20 0.57 -0.591
O 0.09 -1.62 1.58 -0.546
H 2.86 4.46 3.21 0.241
H 2.88 3.17 1.77 -0.095
H 4.11 4.60 1.79 0.272
H 0.30 5.28 2.73 0.204
H 0.50 3.60 1.89 -0.360
H -0.06 4.60 -0.52 0.237
H -0.25 6.32 0.27 0.300
H -2.70 5.24 -0.05 -0.050
H -2.24 5.46 1.83 0.276
H -1.54 2.53 0.56 -0.044
H -3.37 3.03 0.70 0.235
H -1.25 2.90 3.22 -0.029
H -2.89 3.85 3.28 0.538
H -3.94 1.77 3.85 0.253
H -3.84 1.32 2.04 0.326
H -1.75 0.63 4.53 0.261
H -3.05 -0.58 3.90 0.322
H -1.75 -1.78 2.71 -0.128
H -0.27 -0.87 3.67 -0.002
H -1.53 -1.22 -1.08 0.239
H -3.62 -1.68 1.47 0.319
H 1.47 0.44 3.71 0.259
H 2.13 1.14 2.14 -0.804
H 2.13 -1.75 2.40 0.231
H 3.06 -2.21 -1.20 0.165
H 2.16 -1.11 -2.09 0.310
H 4.05 0.40 1.38 0.297
O -4.11 7.67 -1.07 -0.605
C -5.05 6.98 -0.71 0.522
O -5.10 5.62 -0.81 -0.321
C -6.39 5.17 -0.39 -0.393
C -6.94 6.27 0.47 -0.526
C -6.34 7.50 -0.15 -0.349
H -7.00 4.99 -1.28 0.257
H -6.28 4.23 0.16 0.313
H -8.03 6.28 0.51 0.323
H -6.57 6.15 1.50 0.271
H -6.96 7.89 -0.96 0.247
H -6.16 8.28 0.60 0.271
O 4.90 -6.19 -2.42 -0.622
C 4.32 -5.85 -1.41 0.486
O 3.35 -4.89 -1.36 -0.353
C 2.97 -4.68 0.00 -0.259
C 3.37 -5.93 0.73 -0.554
C 4.59 -6.38 -0.03 -0.388
H 3.50 -3.79 0.37 0.234
H 1.89 -4.49 0.05 0.259
H 3.55 -5.78 1.79 0.312
H 2.58 -6.69 0.62 0.306
H 5.50 -5.92 0.36 0.255
H 4.68 -7.47 -0.04 0.294
O 2.09 -8.46 -7.77 -0.600
C 2.64 -7.85 -6.87 0.447
O 2.34 -7.97 -5.55 -0.358
C 3.11 -7.03 -4.80 -0.112
C 4.29 -6.69 -5.67 -0.433
C 3.72 -6.82 -7.06 -0.328
H 2.48 -6.16 -4.59 0.176
H 3.42 -7.48 -3.85 0.131
H 4.72 -5.71 -5.46 0.291
H 5.08 -7.44 -5.53 0.263
H 3.26 -5.88 -7.40 0.249
H 4.47 -7.16 -7.78 0.269
```

## Properties
* total charge: -1
* Kohn-Sham gap: 6.32 eV